ORCA calculation (ωB97M-V/def2-TZVPD) on a 2-piece molecular cluster, C3H10OS2 overall.

Computed properties:
HOMO energy (alpha / beta) in eV: -14.739 / -14.337
ΔE to the lowest compared entry with this formula, charge and spin in kJ/mol: 196.8
Expectation value of S²: 0.76

Geometry as ORCA input:
```
! wB97M-V def2-TZVPD RIJCOSX def2/J DEFGRID3
* xyz 1 2
C -1.7585 0.6497 -1.6447
C -1.2344 1.4315 -0.3839
S 0.4190 0.9972 -0.0113
S -0.1377 -1.3768 0.1815
C 0.2115 -1.4231 1.9239
H -2.4049 1.3160 -2.2478
H -2.4006 -0.1034 -1.1653
H -1.0615 0.0910 -2.2874
H -1.3011 2.5256 -0.4276
H -1.8848 1.1039 0.4515
H 0.4017 -0.4683 2.4469
H -0.7121 -1.9599 2.2988
H 1.0696 -2.0760 2.0835
H 3.1536 -0.8264 -0.2673
H 3.6804 0.4265 -0.7638
O 3.9597 -0.3075 -0.1871
*
```

ORCA calculation (ωB97M-V/def2-TZVPD) on one molecule with the formula C6H5NOS.

Computed properties:
SMILES string: C=CC=C=N[C@@H]1SC1=O
HOMO energy in eV: -8.346
ΔE to the lowest compared entry with this formula, charge and spin in kJ/mol: 301.1

Geometry as ORCA input:
```
! wB97M-V def2-TZVPD RIJCOSX def2/J DEFGRID3
* xyz 0 1
C -0.8025 -1.0711 -0.4203
C -1.1480 0.2108 -0.1569
C -0.4376 0.8801 0.9552
C 0.8504 0.7160 1.1598
N 2.0965 0.6141 1.2620
C 3.3307 0.7674 0.7912
S 4.5677 -0.7136 1.3318
C 4.5864 0.9653 1.6125
O 5.2144 1.8467 2.1287
H -1.0176 -1.6086 -1.2920
H -0.1758 -1.6098 0.2198
H -2.2274 0.6390 -0.4405
H -0.9115 1.6870 1.4546
H 3.5196 1.0603 -0.2641
*
```

ORCA calculation (ωB97M-V/def2-TZVPD) on C59H38F15GeKO2P2S5 as an isolated structure.

Computed properties:
HOMO energy in eV: -1.730
ΔE to the lowest compared entry with this formula, charge and spin in kJ/mol: 40.5

Geometry as ORCA input:
```
! wB97M-V def2-TZVPD RIJCOSX def2/J DEFGRID3
* xyz -2 1
K -0.3901 -0.2305 1.0073
S 1.9747 -0.3719 -1.0892
P 2.2509 -2.0666 0.0010
C 1.1810 -2.3711 1.2225
P 0.3398 -3.7364 1.6160
S -1.3968 -3.5519 2.6545
C -0.2110 -4.7204 0.1487
C -1.0650 -4.0704 -0.7416
C -1.5749 -4.7166 -1.8502
C -1.2361 -6.0428 -2.1014
C -0.3739 -6.6946 -1.2376
C 0.1352 -6.0370 -0.1225
C 1.3137 -4.9803 2.5827
C 0.7196 -6.0893 3.1817
C 1.4813 -7.0006 3.8942
C 2.8511 -6.8041 4.0385
C 3.4461 -5.6882 3.4721
C 2.6777 -4.7846 2.7481
C 3.9720 -1.8755 0.6569
C 5.1160 -2.1404 -0.0887
C 6.3778 -1.9612 0.4578
C 6.5149 -1.4925 1.7574
C 5.3794 -1.2027 2.5005
C 4.1202 -1.3981 1.9548
C 2.5326 -3.4405 -1.2009
C 3.2260 -4.5820 -0.8010
C 3.4275 -5.6370 -1.6739
C 2.9104 -5.5786 -2.9619
C 2.2071 -4.4546 -3.3647
C 2.0327 -3.3877 -2.4944
H -1.3262 -3.0333 -0.5555
H -2.2280 -4.1834 -2.5319
H -1.6288 -6.5525 -2.9736
H -0.0783 -7.7192 -1.4337
H 0.8201 -6.5618 0.5326
H -0.3530 -6.2129 3.0923
H 1.0054 -7.8610 4.3512
H 3.4458 -7.5126 4.6045
H 4.5079 -5.5094 3.5956
H 3.1279 -3.8927 2.3276
H 5.0257 -2.4902 -1.1116
H 7.2563 -2.1763 -0.1398
H 7.5000 -1.3443 2.1850
H 5.4723 -0.8231 3.5114
H 3.2256 -1.2048 2.5374
H 3.6184 -4.6475 0.2062
H 3.9719 -6.5128 -1.3390
H 3.0506 -6.4085 -3.6448
H 1.7929 -4.4031 -4.3652
H 1.5092 -2.4920 -2.8095
O -2.1983 1.0776 0.0215
S -2.2656 2.5624 -0.0924
C -3.0730 3.2071 1.3961
C -4.5193 2.8137 1.6432
C -4.7284 1.3341 1.9513
C -4.3514 0.9503 3.3814
S -3.2855 -0.5205 3.4964
O -2.1106 -0.1436 2.6737
C -4.3193 -1.6138 2.5184
C -3.9464 -1.9242 1.2237
C -4.7409 -2.7863 0.4830
C -5.8889 -3.3293 1.0400
C -6.2463 -3.0211 2.3458
C -5.4526 -2.1655 3.0943
C -3.5454 2.9223 -1.2885
C -3.7979 4.2487 -1.6216
C -4.6784 4.5342 -2.6510
C -5.2907 3.4980 -3.3496
C -5.0229 2.1805 -3.0141
C -4.1447 1.8848 -1.9798
H -2.9515 4.2903 1.3245
H -2.3835 2.8788 2.1781
H -5.1177 3.0863 0.7685
H -4.8954 3.4304 2.4690
H -4.1354 0.7493 1.2476
H -5.7752 1.0710 1.7829
H -5.2235 0.7797 4.0167
H -3.7411 1.7177 3.8642
H -3.0341 -1.5087 0.8233
H -4.4390 -3.0585 -0.5200
H -6.4961 -4.0155 0.4629
H -7.1299 -3.4637 2.7891
H -5.7040 -1.9472 4.1259
H -3.2839 5.0503 -1.1033
H -4.8685 5.5644 -2.9258
H -5.9629 3.7231 -4.1670
H -5.4868 1.3751 -3.5695
H -3.8952 0.8659 -1.7116
F 2.5435 4.7153 -3.0479
C 3.2593 3.8298 -2.3191
C 2.9004 3.5586 -1.0099
C 3.7542 2.7192 -0.3150
F 3.5627 2.4566 0.9740
C 4.8720 2.1433 -0.9006
F 5.6679 1.3462 -0.1971
C 5.1666 2.4105 -2.2224
F 6.2391 1.8662 -2.8002
C 4.3570 3.2715 -2.9420
F 4.6600 3.5751 -4.2142
Ge 1.2298 4.2567 -0.2136
S 0.5141 3.2552 1.4998
C 1.5727 6.1663 0.2902
C 2.8051 6.7875 0.2905
F 3.8842 6.1803 -0.2268
C 3.0080 8.0621 0.8013
F 4.2191 8.6328 0.7662
C 1.9405 8.7516 1.3464
F 2.1129 9.9812 1.8420
C 0.6883 8.1601 1.3725
F -0.3495 8.8268 1.8947
C 0.5335 6.8890 0.8531
F -0.6975 6.3635 0.9094
C 0.0315 4.4013 -1.8407
C -0.4725 5.5513 -2.4208
F -0.2086 6.7703 -1.9134
C -1.2590 5.5484 -3.5638
F -1.7410 6.6955 -4.0674
C -1.5510 4.3534 -4.1880
F -2.3195 4.3353 -5.2809
C -1.0460 3.1775 -3.6635
F -1.3210 2.0152 -4.2582
C -0.2710 3.2289 -2.5169
F 0.1884 2.0687 -2.0511
*
```

ORCA calculation (ωB97M-V/def2-TZVPD) on a 8-piece molecular cluster, C32H39IN9O4P overall.

Computed properties:
SMILES string: N#CO[C@]1(I)OC(=O)O[C@@H]1[PH2]=N.c1cc[nH]c1.c1cc[nH]c1.c1cc[nH]c1.c1cc[nH]c1.c1cc[nH]c1.c1cc[nH]c1.c1cc[nH]c1
HOMO energy in eV: -8.058

Geometry as ORCA input:
```
! wB97M-V def2-TZVPD RIJCOSX def2/J DEFGRID3
* xyz 0 1
N -0.1809 -3.4202 0.7569
C -0.9265 -2.7153 0.2347
O -1.8571 -2.0813 -0.4250
C -2.0299 -0.7000 -0.1034
I -1.3267 0.4007 -1.8614
O -1.3049 -0.3026 0.9838
C -2.1822 -0.1434 2.0926
O -1.8017 -0.1422 3.2007
O -3.4159 0.0190 1.6241
C -3.4779 -0.3089 0.2115
P -4.7939 -1.6315 0.1231
N -4.5168 -3.0315 0.7535
H -3.7791 0.5942 -0.3146
H -5.1380 -1.6820 -1.2409
H -5.8677 -0.9406 0.7132
H -3.6010 -3.1454 1.1695
C 3.6907 0.0820 2.6763
C 3.0681 0.5675 3.8596
C 1.7173 0.5769 3.6327
N 1.5024 0.1223 2.3627
C 2.6973 -0.1841 1.7713
H 4.7461 -0.0574 2.5110
H 3.5577 0.8710 4.7701
H 0.8921 0.8679 4.2602
H 0.5996 0.0352 1.9338
H 2.7401 -0.5630 0.7641
C 3.2516 2.4984 -4.1732
C 2.6629 3.0499 -3.0030
C 1.3205 3.1693 -3.2401
N 1.0753 2.7117 -4.5092
C 2.2483 2.3018 -5.0831
H 4.2932 2.2730 -4.3277
H 3.1681 3.3257 -2.0927
H 0.5234 3.5408 -2.6177
H 0.1772 2.6873 -4.9553
H 2.2685 1.9070 -6.0843
C -1.0861 2.6735 5.9566
C 0.2493 3.0491 6.2701
C 0.2525 4.3994 6.4929
N -1.0274 4.8539 6.3274
C -1.8494 3.8100 6.0008
H -1.4441 1.6826 5.7288
H 1.1077 2.4005 6.3251
H 1.0516 5.0713 6.7544
H -1.3186 5.8082 6.4293
H -2.9017 3.9632 5.8333
C 1.0305 -5.5122 -4.1166
C 0.0806 -4.5170 -4.4713
C -0.3156 -3.9060 -3.3093
N 0.3514 -4.4996 -2.2719
C 1.1762 -5.4745 -2.7538
H 1.5464 -6.1807 -4.7850
H -0.2685 -4.2762 -5.4618
H -1.0132 -3.1031 -3.1295
H 0.2279 -4.2419 -1.3078
H 1.7906 -6.0588 -2.0911
C -4.1980 5.1956 -2.2977
C -4.7625 5.2479 -0.9941
C -4.0287 4.4110 -0.1971
N -3.0455 3.8534 -0.9701
C -3.1406 4.3276 -2.2502
H -4.5295 5.7359 -3.1683
H -5.6077 5.8360 -0.6786
H -4.1191 4.1686 0.8483
H -2.3592 3.1965 -0.6477
H -2.4505 4.0108 -3.0135
C -5.1139 -7.1588 -3.8524
C -4.2476 -7.2634 -4.9753
C -3.1487 -6.4873 -4.7165
N -3.3196 -5.9185 -3.4860
C -4.5114 -6.3225 -2.9501
H -6.0667 -7.6440 -3.7217
H -4.4115 -7.8442 -5.8677
H -2.2620 -6.2921 -5.2945
H -2.6635 -5.2974 -3.0470
H -4.8259 -5.9841 -1.9771
C 7.7103 0.8834 2.5904
C 9.0553 1.2393 2.8842
C 9.0786 2.5880 3.1171
N 7.8016 3.0588 2.9751
C 6.9613 2.0279 2.6550
H 7.3381 -0.1008 2.3589
H 9.9062 0.5799 2.9204
H 9.8897 3.2484 3.3714
H 7.5229 4.0156 3.0873
H 5.9080 2.1946 2.5031
*
```

no.,M (g/mol)
1,126.25
2,139.18
3,1397.91
4,771.60